[1]
Molecular formula: C32H79CrF9N6O14S2
Method: DFT, the ωB97M-V functional and the def2-TZVPD basis

XYZ file:
```
143
Properties=species:S:1:pos:R:3:forces:R:3
H -9.102586 -4.802148 1.247788 0.2 0.8 0.8
C 1.778614 1.128140 1.338602 1.2 -0.6 -2.1
F 3.742293 -3.837049 -2.719990 -0.2 0.1 -0.1
H 3.672400 2.486436 -0.669483 -0.3 0.3 0.0
H 1.247048 4.780522 3.552049 -0.3 0.4 0.5
C -8.134552 -4.566661 0.797929 -1.1 -1.9 -0.7
C 0.991324 -6.152337 -3.393292 -1.6 0.7 -0.7
H -0.284758 3.872125 -2.266793 -0.4 0.4 0.4
C 3.293441 -0.169953 -6.625053 -0.3 0.4 -0.8
O -8.114256 -3.277274 0.286060 0.2 1.3 0.3
H 4.569036 2.526855 -3.199078 -0.6 -1.0 -1.7
C -2.286157 1.588896 -2.286910 2.2 0.2 0.3
H 2.189605 -4.828429 3.045895 -0.2 0.2 0.0
H 3.293054 4.263932 5.174616 -0.9 0.1 0.2
C -0.047104 -1.366169 1.279491 0.2 -1.1 0.0
F 3.911237 0.957270 -6.233447 0.0 -0.4 0.4
O -1.517909 1.637530 -1.084714 0.3 -1.1 0.0
C 2.574400 5.637471 2.188585 -0.8 0.4 1.0
S 2.275167 -0.973792 -5.256754 -2.7 -0.1 -1.7
H -3.302496 -2.292385 -3.445539 0.2 0.4 0.8
H -1.357394 -2.406099 -0.101296 0.4 -0.4 0.2
O 1.105495 2.743404 5.356218 -0.3 -0.7 -0.5
F 2.086945 -2.477972 -2.361547 -0.1 -0.3 0.8
O 0.330433 -0.466237 0.229525 0.2 0.1 0.7
C 3.894892 3.006433 -1.605532 -0.7 -0.3 2.3
H -7.883971 -0.997046 1.222677 0.2 -0.5 0.5
H 4.793179 1.369451 -2.228666 -0.7 -1.2 -0.1
C -6.763236 -1.341863 -0.346192 1.4 -0.6 -0.2
H 2.025349 -2.275524 3.439529 -0.1 0.1 0.3
H -4.864096 0.628192 3.599258 0.3 0.1 0.4
H -8.245143 -5.335353 0.015092 0.8 0.2 -0.5
O 1.564083 3.188586 -2.024082 0.3 1.1 0.5
H 0.662167 -2.190788 1.431762 0.4 0.0 -0.7
N -0.033170 0.654044 -3.050296 -0.7 -0.4 0.8
H 2.241402 1.887553 6.887910 0.3 0.0 -0.1
H -7.287595 -4.870834 1.414437 0.0 0.4 0.3
Cr 2.051581 1.236501 -2.897680 -1.4 -1.4 3.7
H 3.924615 -4.627250 3.165862 -0.1 -0.1 0.2
H -6.541559 -3.427818 -0.983146 0.1 0.3 -0.3
H 5.121427 4.512008 -0.656845 -0.3 -0.2 0.2
O 4.896878 -1.936161 -4.417824 -1.0 0.6 0.0
H -0.281013 0.502211 -2.062052 0.9 -0.4 0.3
O 2.376040 -2.378201 -5.464976 1.1 0.0 0.8
H 2.940370 4.625950 2.000969 -0.1 0.0 -0.1
C 2.140054 2.821376 6.332327 -0.6 0.9 -0.2
C 2.995532 -4.107428 2.924596 1.0 0.2 -0.6
N 4.533725 3.511620 6.642828 -1.2 -0.4 -0.7
H -2.071823 -1.134757 0.741289 -0.5 -0.3 0.7
O 0.327152 -5.019644 -2.797935 0.3 0.0 0.8
H -2.534413 2.751139 0.221910 -0.2 0.1 0.1
H -1.061650 -3.157363 -4.719302 0.2 0.2 -0.2
H 3.221861 2.570671 3.654174 0.2 0.3 -0.1
H -0.513986 1.538608 6.086168 0.2 0.4 0.4
C 2.823937 -2.901756 3.848179 -0.9 -1.3 -0.7
H -3.556631 -3.533618 -2.068285 -0.4 0.4 -0.2
H -1.631484 1.569441 1.011973 0.3 -0.8 -0.3
H -0.010529 -0.946901 2.288945 -0.6 0.7 -0.2
H -1.137081 0.879199 -5.501243 -0.2 0.0 -0.1
O -5.018194 -1.331250 2.990504 -0.2 -0.3 0.0
O 2.477408 -3.494346 5.101490 0.3 0.8 0.5
H 0.955965 0.688625 5.576135 0.0 -0.1 0.1
O 2.575001 6.325791 0.963703 0.5 0.1 -1.0
H -3.305755 -3.927297 -3.793081 -0.5 -0.3 0.2
N -6.930235 -0.734858 0.957922 -2.3 0.9 0.5
H 3.709055 -2.268985 3.900815 0.1 -0.2 0.4
H -0.137105 1.402714 4.413618 0.2 0.3 -0.2
O 1.981985 0.417049 -1.031528 0.9 1.4 -2.2
F 4.152468 -1.045910 -7.071893 0.5 -0.1 0.1
H 0.130220 -3.247145 -3.613718 0.6 0.6 -0.9
H 2.311342 -0.873047 0.390517 0.4 0.3 1.0
H -5.170460 -1.465758 -1.819841 -0.2 -0.2 0.0
H -0.778643 2.442066 -3.636037 -0.7 0.3 -0.2
H -1.668946 -2.730390 1.630787 -0.5 0.2 0.0
C -1.222115 1.463951 -3.435139 -0.6 0.7 -0.8
H -2.572680 0.340309 4.387011 0.3 0.1 -0.3
C -5.398207 -0.920771 -0.897312 0.5 -0.4 -1.2
H -5.344597 0.118188 -1.231119 -0.4 0.2 0.4
H 5.503810 4.274447 -2.283638 0.4 -0.4 -0.2
N -0.746578 -2.774410 -3.829953 -0.4 -0.4 0.9
H 2.928714 4.548571 -2.798480 -0.2 0.1 0.0
C 3.422878 3.289531 5.662203 1.2 0.4 -0.7
C -1.534963 -3.493141 -2.800059 0.3 1.3 0.3
H -1.241403 -3.042586 -1.849218 0.2 -0.1 0.0
H 1.752168 3.604285 6.992061 0.6 -0.1 0.6
F 2.491882 0.176665 -7.641546 -0.1 -0.2 0.6
O 0.929354 -0.499178 -5.433459 0.5 1.2 0.1
C 3.891989 2.402065 4.498330 -1.4 -0.8 0.4
H -1.586859 -5.478942 -1.980669 0.4 -0.5 0.0
H 0.094216 3.512871 -0.552623 0.1 -0.4 -0.3
C 1.182013 5.581177 2.810744 0.2 -1.5 -0.6
H -2.051481 -0.214483 -4.484702 -0.1 0.0 0.0
C -2.240698 1.692978 0.121313 -0.8 2.5 0.3
H 5.214152 3.919920 6.010627 0.5 0.2 0.7
H 3.663224 1.363910 4.756468 0.6 -0.2 0.0
C -1.393648 -1.976579 0.897777 0.6 1.1 -0.4
C -1.079755 -4.978077 -2.808581 -1.1 1.1 -0.6
H 0.495769 5.162269 2.067524 -0.1 0.2 -0.1
H 1.733611 -6.573976 -2.723671 0.0 0.0 0.0
F 1.719639 0.561542 2.525448 -0.3 0.3 0.7
H -1.489463 -5.301548 -3.772539 0.1 -0.7 0.0
H -2.267512 -1.188961 3.523062 -0.3 -0.1 -0.3
H 5.977099 3.053807 -0.988925 0.1 -0.1 -0.5
H -2.789941 1.315425 -5.009221 0.0 0.2 0.2
C -6.812846 -2.835834 -0.101015 0.1 -1.5 -0.2
H 3.108163 -3.850471 1.867092 -0.2 0.2 0.0
C 5.206759 3.709244 -1.393754 0.1 1.1 0.1
C -4.256547 -0.155687 3.140575 0.7 -0.8 -0.1
H 4.155793 4.259363 7.217891 0.6 0.1 0.3
H 1.536892 -3.402710 5.267653 0.0 0.1 -0.1
H 4.923221 2.524705 4.174960 0.0 0.1 0.3
H -7.510158 -1.151524 -1.124147 -0.3 0.5 0.3
H -3.212717 1.200420 0.184958 0.4 -0.8 -0.4
F 2.969510 1.778607 1.235046 0.0 -0.3 0.3
N 4.007971 1.914750 -2.591552 1.2 2.4 -0.4
C -3.039751 -3.239697 -2.979196 0.9 -1.8 -1.0
H -5.882754 -1.149737 2.581588 0.4 0.1 -0.4
C 0.327431 1.562813 5.388347 0.0 -0.4 -0.4
H -4.523622 -1.110336 -0.271815 -0.4 0.0 0.5
H -3.434352 -1.025208 4.886840 0.2 -0.5 -0.1
C 0.454927 3.963637 -1.475198 -1.5 -1.1 -0.2
C 1.676816 0.005275 0.236012 -1.3 -0.2 -1.2
O 5.044841 -0.586789 -2.397477 -1.2 0.1 -0.7
F 0.859012 2.083270 1.170209 -0.4 -0.3 0.5
H 3.245483 6.088291 2.927436 0.2 0.2 -0.3
C 3.392698 -2.652078 -2.247415 0.1 0.0 -1.6
H 0.626929 4.999664 -1.190019 0.9 0.0 -0.7
H 2.859872 4.597677 -1.006519 -1.2 0.3 -0.1
S 4.202704 -1.300080 -3.339903 1.5 0.3 1.4
H -2.754787 2.567310 -2.400200 -0.7 -0.3 -0.2
C -3.030709 -0.567930 3.982126 -1.0 1.4 1.0
N 2.818659 -0.309611 -3.872746 2.3 -2.1 0.1
H -2.927158 0.707496 -2.250032 -0.4 0.2 -0.2
H 0.747552 6.504226 3.187646 0.4 0.1 0.2
F 3.851431 -2.550351 -1.030484 -0.4 0.4 0.6
H -3.899339 0.247355 2.184824 -0.1 -0.1 -0.3
H 0.202407 -6.854163 -3.669792 0.3 -0.5 0.3
H -7.109106 0.268178 0.912470 0.7 0.2 -0.4
H 1.389889 -5.811223 -4.349854 0.5 -0.1 0.1
H -0.219958 -0.236454 -3.521008 0.8 -0.4 0.1
C -1.863385 0.842183 -4.689192 0.6 0.2 0.2
C 2.746288 3.966436 -1.889589 2.6 -0.9 0.0
H 1.869003 6.975218 0.924930 0.0 0.1 0.3
H -6.101927 -3.149513 0.670512 0.1 0.4 0.2
```
Positions in Å, forces in eV/Å.

Output
Gap between HOMO and LUMO (spin up / spin down) (eV): 5.73 / 7.14
Expectation value of S²: 3.78
Charge: +1
Maximum force (eV/Å): 4.230
Energy (Eh): -5387.74247
Multiplicity: 4
E_LUMO (spin up / spin down) (eV): -5.41 / -4.00


[2]
Molecular formula: C2H10N2O
Method: DFT, the ωB97M-V functional and the def2-TZVPD basis

XYZ file:
```
15
Properties=species:S:1:pos:R:3:forces:R:3
H -1.015770 1.278998 0.295265 -0.2 0.3 -0.4
C -0.931847 0.605046 -0.579542 -0.2 0.4 0.7
H -1.312737 -0.322624 -0.139043 0.4 -0.4 -0.5
H 0.795644 1.621224 -1.311404 -0.2 0.1 0.0
N -1.751577 0.941874 -1.740958 -0.9 0.7 0.2
H 0.726179 0.005194 -1.826638 0.0 -0.7 -0.4
N 1.481403 0.321245 0.093744 0.2 -0.1 0.1
H 1.725564 -2.941158 3.011884 -0.1 0.6 0.2
H -1.598365 1.910530 -2.023356 0.4 -0.2 0.0
C 0.535153 0.615102 -0.965943 0.2 0.4 0.3
H 0.411012 -3.158741 2.401546 -0.3 0.4 0.1
H 1.540494 1.098027 0.734730 0.0 0.0 0.1
O 0.888982 -2.464397 2.880078 0.4 -1.0 -0.3
H -2.736772 0.988494 -1.463816 0.3 -0.4 -0.1
H 1.242638 -0.498812 0.633458 -0.1 -0.1 0.0
```
Positions in Å, forces in eV/Å.

Output
Gap between HOMO and LUMO (eV): 9.85
Maximum force (eV/Å): 1.143
Structure (SMILES): NCCN.O
Energy (Eh): -266.92863
Multiplicity: 1
Energy relative to the best compared isomer or geometry (same formula, charge and spin) (eV): 0.425
E_LUMO (eV): 0.78


[3]
Molecular formula: C39H41NO2P2Zn
Method: DFT, the ωB97M-V functional and the def2-TZVPD basis

XYZ file:
```
86
Properties=species:S:1:pos:R:3:forces:R:3
C -1.595707 2.641828 2.806833 0.1 -0.4 -0.2
H -2.174788 -3.029679 -3.545952 -0.3 0.2 0.4
C 1.196166 4.375377 -1.467062 -0.5 -0.3 0.4
H -2.389643 0.905538 -1.950913 0.9 -0.8 0.4
C 3.088076 0.169551 1.021334 0.4 0.0 -1.3
C -0.193119 1.215980 -0.588644 -1.9 1.5 1.2
P 0.366053 -1.763378 -1.081732 0.9 1.8 0.0
C 3.162568 -2.899475 -3.873793 -0.1 0.0 -0.1
C -0.679387 6.447492 -1.425759 0.4 0.2 -0.3
H -1.654391 5.340415 0.151633 0.2 0.0 -0.3
C -3.446051 -2.701590 -0.422437 -1.1 -0.8 0.9
H -3.768517 -3.422227 0.367428 -0.3 0.3 -0.9
C -4.014787 2.602763 2.942849 0.1 0.2 0.1
C -0.548973 -3.063806 2.771545 -0.1 0.2 -0.8
N 2.024007 -0.268149 1.757658 -0.1 0.0 -0.2
C 4.339421 -2.954536 -3.118731 -0.3 0.0 0.5
C 1.024964 -3.943777 0.629586 -0.3 0.6 0.5
H -1.452142 -1.717181 1.383279 0.3 -1.2 0.5
C 0.410987 -2.686479 0.538426 -0.1 -0.7 0.1
C 4.380700 0.188003 1.828377 0.1 0.4 -0.2
H 1.046651 -2.399596 -3.859099 0.4 -0.2 0.0
H 1.369899 2.056229 2.337064 -0.2 0.2 -0.6
H 4.611167 1.258154 2.015223 0.2 -0.6 -0.3
H -1.375230 7.290043 -1.396267 0.1 -0.4 0.1
C -1.732639 -2.183940 -3.001726 0.6 -0.4 0.7
C 4.280632 -2.642637 -1.747837 -0.4 -0.2 -0.5
H 1.525905 0.364341 -1.663918 -1.1 -1.2 1.0
H -1.717331 -3.910775 -0.016658 -0.3 0.5 -0.4
H 0.552011 7.374720 -2.967063 -0.1 -0.3 0.2
H 2.262733 2.975653 1.081587 -0.4 -0.3 -0.1
C 1.870644 -2.300968 -1.877251 1.0 -0.1 -1.1
H 2.997997 -2.125281 -0.081900 0.2 -0.1 -0.2
C 4.005604 -0.532528 3.085962 0.0 -0.3 0.7
H -4.949913 2.482407 3.513165 0.6 0.0 -0.3
H -0.792769 -3.738625 -1.860018 1.0 1.2 -0.5
H -0.628586 2.541747 3.293748 -0.2 -0.1 0.0
C -2.701571 -0.333784 -0.257916 -1.9 0.4 -1.2
H 5.286517 -3.263033 -3.584833 -0.5 0.3 0.2
H -2.704823 -0.416723 -3.619039 -0.3 -0.2 -0.1
C -2.471080 -0.142498 -1.605513 -0.9 1.2 1.2
C 0.706371 -4.818397 1.683942 0.4 0.4 0.5
H -4.735279 -0.981185 -0.299873 0.1 0.2 0.3
C -2.028928 -2.997624 -0.550824 0.7 -0.1 1.3
C -1.634726 2.874056 1.418068 -0.3 0.8 0.2
H -2.564088 0.500139 0.467672 -0.6 0.3 -0.9
C 0.060637 4.268777 -0.640010 0.0 0.8 0.3
C -0.499068 -2.335943 1.567912 0.6 -0.6 0.9
O 3.137053 0.474202 -0.185740 0.0 0.3 1.6
C 0.607715 0.100503 -1.047586 1.4 -1.6 -1.8
C 2.493734 -0.795506 2.938602 -0.1 0.2 0.1
C 1.952187 -2.537693 -3.263026 -0.2 0.1 0.1
O 1.832182 -1.388882 3.785320 0.2 0.4 -0.4
H 2.256583 5.556334 -2.910098 -0.4 0.0 0.2
H -1.125557 -2.661435 3.600699 0.1 -0.3 -0.1
P -0.082207 2.796946 0.431167 0.7 -2.8 -0.8
H -3.928142 -1.402450 1.238368 0.3 0.3 -0.4
H -3.997698 -2.905592 -1.352769 -0.5 0.0 0.3
C -2.763500 2.469139 3.553108 -0.2 0.0 0.1
H 1.163880 3.836469 2.144221 0.1 -0.2 0.1
H 5.196606 -2.614678 -1.164105 -0.2 -0.1 0.0
C -0.839276 5.350244 -0.572265 0.2 -0.2 -0.3
H -0.990522 1.472672 -1.330085 0.6 0.7 1.0
H 5.174599 -0.317529 1.252521 -0.2 0.6 0.2
C 1.358171 5.484538 -2.290249 0.3 0.1 -0.1
H -5.032311 3.192788 1.147867 0.4 -0.2 0.0
H 1.935321 3.571927 -1.410822 -0.1 0.2 -0.3
H 1.752245 -4.245701 -0.110564 -0.2 -0.1 -0.2
C 0.016378 -4.343495 2.800658 -0.5 0.2 -0.5
H -2.719439 2.248860 4.628740 0.2 0.1 -0.6
C 1.303945 2.885426 1.611625 0.0 0.7 0.3
C 3.046432 -2.367767 -1.140211 0.8 0.3 0.1
H 1.079696 -5.842958 1.679277 0.0 0.3 0.0
H -0.946075 -1.853367 -3.671086 0.3 0.4 0.0
H 3.202931 -3.139695 -4.950517 -0.2 0.2 0.7
C -3.777686 -1.304793 0.144081 -0.2 -1.1 -0.2
C -2.723298 -1.069170 -2.741391 -0.7 0.5 -1.0
H -3.719428 -1.499013 -2.662384 -0.1 0.1 0.0
H 4.161610 0.105055 3.977151 0.0 -0.8 -0.2
C 0.412100 6.514360 -2.308723 -0.2 -0.4 0.6
H 4.517995 -1.506529 3.153129 -0.1 0.4 0.4
Zn -0.787623 -0.392784 0.659748 1.9 2.2 -0.1
C -4.062985 2.969300 1.602526 -0.1 0.3 -0.3
H -2.983776 3.408354 -0.206737 0.0 -0.2 0.3
C -2.896589 3.121372 0.844482 0.1 -0.3 -0.1
H -0.207117 -4.987766 3.646003 0.3 0.1 -0.1
C -1.134302 -2.681089 -1.679452 -0.2 -2.4 -1.1
```
Positions in Å, forces in eV/Å.

Output
Gap between HOMO and LUMO (spin up / spin down) (eV): 4.57 / 4.61
Maximum force (eV/Å): 2.963
Energy (Eh): -4177.58425
Multiplicity: 1
Energy relative to the best compared isomer or geometry (same formula, charge and spin) (eV): 8.574
E_LUMO (spin up / spin down) (eV): -0.15 / -0.13